The following is a DFT calculation (ωB97M-V/def2-TZVPD) of 2 unconnected molecules or ions with the total composition C6H6O.

HOMO level	-9.09	eV
LUMO energy	0.536	eV
total energy	-307.2584	Ha
molar mass	94.1	g mol⁻¹

```
13
Properties=species:S:1:pos:R:3:mulliken_charge:R:1
C -0.813 -1.860 -2.056 0.064
C -0.262 -1.090 -1.309 -0.248
C 0.470 -0.289 -0.422 -0.228
C 1.003 -0.197 0.758 -0.388
C 1.402 0.869 -0.200 -0.404
H -1.245 -2.571 -2.722 0.431
H 1.144 -0.602 1.745 0.400
H 1.028 1.894 -0.095 0.159
H 2.407 0.793 -0.608 0.231
C -1.274 0.780 1.242 -0.171
O -0.621 1.247 2.144 -0.436
H -1.642 -0.265 1.228 0.296
H -1.568 1.379 0.357 0.294
```